# 1
19
Properties=species:S:1:pos:R:3:forces:R:3 method="wB97M-V/def2-TZVPD" gap_ev=10.66 charge=0 e_above_lowest_ev=0.584 smiles="CC(C)CCC=O"
O -0.607 -2.241 -1.747 0.054 -0.461 -0.314
C -0.858 -1.452 -0.880 0.241 0.456 -0.422
C -1.024 0.026 -1.130 -0.647 -0.369 0.413
C 0.142 0.848 -0.588 0.124 1.046 -0.744
C 0.683 0.486 0.788 0.346 -0.556 -0.164
C 1.843 1.401 1.151 -0.170 0.785 0.262
C -0.390 0.510 1.865 0.076 0.031 -0.002
H -0.956 -1.792 0.156 -0.088 -0.091 0.378
H -1.182 0.185 -2.192 0.252 -0.016 -0.174
H -1.981 0.287 -0.659 0.196 0.208 0.209
H -0.129 1.913 -0.640 -0.247 -0.094 0.398
H 0.951 0.836 -1.329 0.093 -0.480 0.173
H 1.132 -0.512 0.670 -0.280 -0.065 0.300
H 1.508 2.436 1.311 -0.134 -0.082 -0.375
H 2.327 1.180 2.103 0.040 -0.531 -0.128
H 2.574 1.402 0.347 0.225 0.039 0.050
H 0.010 0.192 2.826 0.103 0.182 0.114
H -1.251 -0.131 1.681 -0.020 -0.020 -0.249
H -0.742 1.540 1.928 -0.162 0.017 0.275

---

# 2
61
Properties=species:S:1:pos:R:3:forces:R:3 method="wB97M-V/def2-TZVPD" gap_ev=9.27 charge=0 e_above_lowest_ev=1.742
C 0.188 -1.488 0.609 -0.333 0.763 -0.051
C -0.003 -2.573 -0.447 -0.431 1.851 -0.620
C -1.444 -2.679 -0.962 -1.501 -0.048 0.542
C -1.956 -1.401 -1.623 1.556 0.877 -0.756
C -2.453 -2.926 0.179 0.990 -0.545 0.897
C -2.148 -4.187 0.998 -0.807 -0.902 -1.196
N 0.927 -2.224 -1.539 -0.091 -0.644 -0.253
H 1.166 -1.633 1.044 0.209 0.060 0.417
H 0.173 -0.467 0.216 0.224 -0.080 -0.482
H -0.605 -1.417 1.350 0.050 -0.588 0.349
H 0.268 -3.467 0.072 0.382 -0.981 -0.253
H -1.548 -3.559 -1.642 0.274 0.559 0.270
H -1.442 -1.133 -2.550 -0.358 -0.765 -0.483
H -3.033 -1.316 -1.790 0.187 -0.226 0.240
H -1.578 -0.555 -1.056 -0.709 0.171 0.746
H -2.539 -2.122 0.920 0.151 0.442 -0.560
H -3.434 -3.022 -0.289 -0.077 -0.224 0.203
H -2.978 -4.361 1.659 -0.506 -0.413 0.264
H -1.275 -4.367 1.606 0.746 0.949 0.098
H -2.069 -5.003 0.269 -0.342 -0.231 0.235
H 0.935 -3.004 -2.224 -0.044 1.057 0.296
H 0.556 -1.366 -1.994 0.272 -1.323 0.165
H 2.554 3.949 -0.954 -0.766 -0.806 0.181
H 1.413 2.921 -0.735 -1.178 0.386 -0.200
O 2.327 3.070 -0.583 2.141 0.531 -0.225
H -3.237 -1.051 3.278 -0.006 0.513 0.874
H -4.457 -1.660 2.895 -0.715 0.414 0.626
O -4.176 -0.981 3.541 0.759 -0.983 -1.444
H 6.084 -0.243 -1.125 -0.365 0.693 0.879
H 4.687 0.241 -1.169 -0.627 0.193 0.071
O 5.453 0.305 -0.597 0.960 -0.817 -0.927
H 3.950 -0.033 2.838 0.440 -0.644 0.356
H 3.553 1.209 2.099 -0.610 -0.806 0.560
O 3.163 0.470 2.674 0.158 1.609 -1.100
H -0.376 4.162 -0.017 0.157 -0.070 -1.286
H -0.189 3.806 -1.579 -0.907 -1.046 -0.930
O 0.049 4.384 -0.880 0.141 1.307 2.087
H -1.458 2.274 -2.019 1.061 -0.458 -1.654
H -1.182 2.369 -3.634 -0.392 0.149 -0.249
O -0.755 2.260 -2.789 -1.151 0.540 2.164
H -0.894 2.095 1.993 -1.055 1.084 0.243
H -1.820 3.098 2.719 -0.378 0.545 1.549
O -1.642 2.769 1.865 1.481 -1.619 -2.038
H 4.885 2.280 0.370 -0.554 0.088 0.065
H 3.520 3.044 0.706 0.006 -0.333 -0.571
O 4.256 2.535 1.062 0.865 -0.231 1.011
H 1.484 0.187 -2.381 -0.390 0.444 -2.086
H 0.385 1.069 -2.905 -0.803 0.970 -0.064
O 1.066 0.496 -3.255 1.768 -1.357 2.253
H -1.041 -3.123 3.169 0.377 -0.006 -0.080
H -0.497 -2.024 4.154 0.017 -0.331 -0.215
O -1.283 -2.487 3.843 -0.431 0.451 0.260
H -2.398 2.192 0.191 0.002 -0.672 -1.376
H -3.369 1.799 -1.023 1.375 -0.105 0.581
O -2.419 1.757 -0.730 -1.379 1.079 1.048
H -0.807 -1.086 -5.350 0.156 0.071 0.172
H 0.092 -0.624 -4.124 -0.044 -0.679 -0.754
O -0.238 -1.407 -4.642 -0.033 0.314 0.246
H 1.271 1.333 2.857 0.603 0.123 0.097
H 0.304 0.235 2.761 -0.193 -1.594 -0.281
O 0.331 1.157 2.919 -0.333 1.296 0.089

---

# 3
92
Properties=species:S:1:pos:R:3:forces:R:3 method="wB97M-V/def2-TZVPD" gap_ev=7.20 charge=+4
Hf -0.512 -0.273 -0.099 1.225 -0.118 -0.393
C -0.511 2.142 -2.391 -0.043 0.037 -0.008
C 0.912 1.649 -2.388 0.020 -0.033 -0.020
O 0.817 0.276 -1.947 -0.132 -0.051 -0.075
C 1.668 -0.684 -2.629 -0.016 0.047 -0.040
C 1.029 -2.011 -2.322 0.016 -0.093 -0.021
O 0.730 -2.040 -0.903 -0.201 0.325 0.023
C 1.697 -2.683 -0.030 0.017 -0.079 -0.020
C 2.553 -1.608 0.587 0.006 -0.002 0.032
O 1.661 -0.488 0.824 -0.168 0.002 0.015
C 2.270 0.524 1.661 0.020 -0.031 -0.013
C 1.790 1.859 1.161 -0.042 0.046 0.030
O 0.397 1.703 0.771 -0.088 -0.139 0.090
C -0.245 2.971 0.511 -0.016 0.047 0.045
C -1.521 2.612 -0.203 -0.161 0.020 0.091
O -1.191 1.616 -1.200 -0.028 -0.188 0.132
H -1.054 1.754 -3.246 0.042 0.013 0.029
H -0.580 3.230 -2.388 0.018 -0.023 -0.010
H 1.571 2.193 -1.711 -0.035 0.004 -0.026
H 1.333 1.695 -3.394 -0.023 0.015 0.041
H 2.687 -0.586 -2.251 -0.034 -0.038 -0.018
H 1.660 -0.484 -3.703 0.005 -0.025 0.060
H 1.664 -2.859 -2.583 -0.028 0.058 0.003
H 0.068 -2.123 -2.828 0.047 0.026 0.000
H 2.281 -3.400 -0.606 -0.002 0.027 0.038
H 1.120 -3.218 0.720 0.054 0.031 -0.003
H 3.363 -1.263 -0.058 -0.031 -0.035 -0.004
H 2.972 -1.951 1.535 -0.008 0.006 -0.029
H 3.357 0.469 1.566 -0.048 0.011 0.013
H 2.006 0.325 2.696 -0.048 0.013 0.023
H 2.350 2.194 0.285 -0.009 -0.027 0.047
H 1.865 2.620 1.940 -0.001 -0.038 -0.030
H 0.422 3.583 -0.102 -0.036 0.001 0.000
H -0.438 3.497 1.449 0.006 -0.028 -0.053
H -2.015 3.472 -0.659 0.052 -0.052 -0.022
H -2.232 2.125 0.473 0.030 0.042 -0.007
C -4.898 0.829 -1.433 -0.030 0.172 0.014
N -3.673 0.090 -1.751 0.043 0.026 0.050
C -3.185 0.319 -3.110 0.061 0.031 -0.055
C -3.465 -1.160 -1.211 -0.026 -0.108 -0.065
N -2.187 -1.428 -0.803 -0.245 -0.055 -0.157
C -1.851 -2.810 -0.537 0.069 0.035 -0.034
C -1.954 -3.723 -1.551 0.059 -0.051 0.072
C -1.655 -5.084 -1.340 -0.019 0.090 0.002
C -1.220 -5.491 -0.114 0.012 0.014 0.041
C -1.034 -4.561 0.943 -0.008 -0.029 -0.021
C -0.497 -5.008 2.174 -0.008 0.020 0.008
C -0.229 -4.129 3.186 -0.022 0.036 -0.015
C -0.509 -2.764 3.007 0.007 -0.036 -0.053
C -1.085 -2.294 1.851 0.043 0.080 -0.089
N -1.338 -0.868 1.756 -0.108 0.300 0.316
C -2.079 -0.249 2.718 -0.187 -0.166 -0.053
N -3.037 -0.854 3.392 0.019 0.043 0.026
C -3.716 -2.056 2.924 -0.014 0.020 -0.059
C -3.469 -0.418 4.733 0.062 -0.013 -0.021
N -1.840 1.094 2.918 0.001 0.040 0.007
C -2.969 1.995 3.175 -0.033 0.043 0.019
C -0.643 1.444 3.686 0.084 0.022 -0.004
C -1.357 -3.184 0.755 0.055 -0.019 -0.008
N -4.493 -1.989 -1.126 0.017 -0.015 -0.013
C -4.642 -3.214 -0.327 -0.028 0.044 0.101
C -5.680 -1.812 -1.991 0.051 -0.072 -0.063
H -4.639 1.884 -1.330 -0.004 0.002 0.005
H -5.312 0.478 -0.491 -0.019 0.024 0.021
H -5.663 0.753 -2.208 0.030 0.070 0.049
H -2.206 -0.141 -3.245 -0.006 -0.018 -0.015
H -3.121 1.390 -3.290 -0.009 0.004 0.000
H -3.867 -0.096 -3.858 0.012 0.007 -0.004
H -2.308 -3.396 -2.522 -0.013 0.010 -0.033
H -1.776 -5.794 -2.145 -0.004 -0.029 -0.038
H -0.988 -6.531 0.068 0.003 -0.033 0.006
H -0.284 -6.062 2.294 0.006 -0.032 0.002
H 0.193 -4.474 4.119 0.018 -0.013 0.027
H -0.291 -2.069 3.809 0.000 0.035 0.022
H -3.627 -2.109 1.846 -0.049 -0.029 0.040
H -4.767 -1.967 3.195 -0.017 -0.036 0.006
H -3.300 -2.954 3.384 -0.037 -0.007 -0.020
H -2.718 0.219 5.189 -0.042 -0.007 0.017
H -3.571 -1.317 5.340 -0.008 0.027 0.033
H -4.431 0.089 4.687 0.007 -0.009 0.021
H -3.180 2.134 4.236 -0.001 0.005 -0.026
H -3.863 1.627 2.675 -0.038 0.000 -0.001
H -2.720 2.976 2.766 -0.004 0.012 0.000
H -0.876 1.518 4.751 0.027 0.009 0.005
H -0.254 2.410 3.369 0.022 0.020 0.007
H 0.111 0.677 3.551 0.105 -0.039 -0.002
H -3.869 -3.324 0.418 -0.086 -0.047 0.002
H -4.621 -4.082 -0.986 -0.009 0.009 0.020
H -5.618 -3.163 0.155 -0.005 -0.036 0.017
H -5.462 -1.157 -2.826 -0.050 -0.122 0.019
H -6.522 -1.432 -1.414 -0.012 -0.011 -0.040
H -5.936 -2.795 -2.381 -0.036 0.006 -0.005

---

# 4
56
Properties=species:S:1:pos:R:3:forces:R:3 method="wB97M-V/def2-TZVPD" gap_ev=6.26 charge=0 smiles="O=C1CC[C@@H](C[C@H](O)C(F)(F)F)O1.COP(=O)(OC)OC.COP(=O)(OC)OC"
O -0.388 3.405 3.867 -3.914 -5.249 -7.110
C -0.866 2.583 2.895 2.420 2.602 3.904
C -0.452 0.969 2.750 -0.800 0.773 -1.589
C -1.548 0.541 1.561 0.540 0.605 1.573
C -1.441 1.938 0.708 1.741 -1.070 0.388
C -2.147 2.067 -0.765 0.283 0.782 -0.012
C -0.947 2.063 -1.917 0.529 0.777 -0.674
O -1.337 2.821 -3.146 1.576 -0.463 1.620
C -0.522 0.562 -2.425 0.301 -2.074 -1.403
F -0.969 0.259 -3.834 1.570 0.873 4.866
F 0.983 0.448 -2.460 -4.714 -0.030 0.238
F -1.104 -0.536 -1.580 2.282 3.415 -2.718
O -1.790 2.938 1.767 2.356 -1.088 1.681
H -0.490 0.393 3.768 -0.021 1.356 -2.012
H 0.597 0.846 2.193 -2.063 0.558 1.652
H -1.191 -0.470 1.093 -0.946 2.154 0.491
H -2.611 0.470 2.093 2.259 -0.012 -1.491
H -0.281 2.175 0.579 -2.297 -0.835 -0.247
H -2.901 1.193 -0.957 1.464 1.813 0.391
H -2.680 3.129 -0.867 1.164 -2.442 0.205
H 0.051 2.591 -1.536 -2.212 -1.540 -0.406
H -0.509 3.272 -3.492 -1.510 -0.916 0.689
C 4.334 -1.579 -3.817 -0.540 -0.550 0.698
O 5.386 -0.662 -4.041 -2.044 -1.033 -2.150
P 5.510 -0.083 -5.667 7.658 5.627 1.872
O 7.036 -0.182 -5.570 -1.181 -1.107 -0.446
O 5.036 1.407 -5.143 -0.584 -0.374 -0.628
C 3.717 1.557 -4.659 -0.228 0.129 0.410
O 5.635 0.495 -7.292 -1.910 -2.527 -0.230
C 6.252 1.753 -7.519 -0.535 0.817 0.177
H 4.752 -2.507 -3.420 -0.123 -0.018 -0.068
H 3.643 -1.158 -3.081 -0.093 -0.129 -0.080
H 3.789 -1.798 -4.740 -0.164 -0.217 0.275
H 3.714 1.465 -3.569 -0.117 -0.085 -0.092
H 3.048 0.808 -5.092 -0.192 0.138 0.099
H 3.353 2.553 -4.926 0.086 -0.138 -0.049
H 7.153 1.880 -6.917 -0.116 -0.195 0.157
H 5.543 2.559 -7.311 0.231 0.019 0.012
H 6.525 1.813 -8.576 -0.187 -0.360 0.059
C -1.664 -4.066 6.157 0.486 -0.881 0.302
O -2.361 -2.904 6.560 0.498 -0.917 -2.996
P -2.986 -1.946 5.262 -3.965 6.527 6.025
O -2.579 -0.679 6.020 0.882 -0.953 -1.145
O -4.512 -2.375 5.717 0.321 -0.202 -0.935
C -4.898 -3.726 5.571 -0.213 -0.418 0.282
O -3.611 -0.988 3.964 2.119 -1.941 -1.469
C -4.729 -0.151 4.217 -0.953 -0.398 0.071
H -0.651 -4.032 6.566 -0.019 -0.085 -0.116
H -2.176 -4.948 6.553 0.111 -0.050 -0.120
H -1.606 -4.142 5.067 0.194 -0.304 0.134
H -4.753 -4.253 6.519 0.042 -0.053 -0.148
H -4.322 -4.221 4.784 -0.165 -0.175 0.008
H -5.960 -3.765 5.310 0.174 0.065 -0.011
H -4.642 0.371 5.170 0.180 -0.195 0.046
H -5.649 -0.742 4.193 0.043 0.202 0.109
H -4.787 0.590 3.415 0.295 -0.207 -0.088

---

# 5
18
Properties=species:S:1:pos:R:3:forces:R:3 method="wB97M-V/def2-TZVPD" gap_ev=10.96 charge=0 e_above_lowest_ev=1.362 smiles=CCO.CCO
C -25.268 13.575 -11.047 -0.030 -1.736 2.287
C -24.862 14.895 -10.476 0.977 2.148 -2.548
O -25.912 15.851 -10.563 -0.355 -0.433 0.639
H -26.186 13.281 -10.537 -0.531 -0.028 -0.281
H -24.595 12.863 -10.569 0.402 -0.412 -0.448
H -25.357 13.323 -12.104 0.192 0.899 0.030
H -24.131 15.325 -11.160 0.425 -0.026 -0.005
H -24.373 14.995 -9.507 -0.295 -0.990 0.316
H -26.549 15.432 -9.980 -0.785 0.581 0.009
C -32.746 16.440 -9.916 0.124 -0.141 0.798
C -32.923 17.341 -8.682 -0.305 0.113 0.839
O -31.770 18.070 -8.271 0.720 0.271 -0.958
H -33.721 16.149 -10.308 -0.106 0.215 0.046
H -32.267 15.501 -9.639 0.234 0.073 0.024
H -32.173 16.878 -10.733 -0.029 0.301 0.217
H -33.148 16.824 -7.749 -0.646 -1.075 -0.461
H -33.763 18.026 -8.801 -0.063 0.207 -0.474
H -31.985 18.481 -7.431 0.072 0.033 -0.029